[1]
Formula: C55H103O26P
Source: the OMol25 dataset
Level of theory: the ωB97M-V functional and the def2-TZVPD basis

```
185
Properties=species:S:1:pos:R:3:forces:R:3
C 12.015 0.642 -18.148 0.9 -1.2 0.1
C 12.708 0.745 -19.350 -0.2 0.8 0.4
C 13.151 -0.370 -19.987 -0.9 -4.3 1.2
C 12.959 -1.680 -19.391 -0.3 1.6 1.9
C 12.417 -1.773 -18.075 0.7 1.0 -0.8
C 11.928 -0.616 -17.488 -1.5 2.7 0.2
O 11.231 -0.644 -16.301 0.8 -2.0 -0.5
O 13.742 -0.335 -21.186 0.7 0.9 -1.6
H 11.669 1.552 -17.681 -0.2 -0.1 0.2
H 12.938 1.708 -19.782 -0.3 0.1 -0.1
H 13.303 -2.609 -19.822 0.3 0.2 -0.4
H 12.501 -2.607 -17.394 -0.3 -0.6 -0.5
H 10.991 0.197 -15.906 0.1 0.8 -0.1
H 13.552 -1.137 -21.678 0.1 -0.1 0.1
C 13.447 7.121 -17.932 0.0 -2.6 -1.0
C 13.775 5.784 -18.353 0.1 2.3 1.0
C 12.946 5.083 -19.166 -0.6 0.6 -1.8
C 11.757 5.629 -19.678 -0.6 1.3 1.8
C 11.326 6.852 -19.124 0.7 -1.1 -0.9
C 12.192 7.588 -18.330 0.4 1.6 1.4
O 11.754 8.835 -17.924 -1.2 -1.2 -1.1
O 13.350 3.928 -19.681 -1.2 -2.2 -0.7
H 14.181 7.658 -17.350 -0.3 0.4 0.1
H 14.707 5.276 -18.157 0.3 0.4 0.4
H 11.083 5.162 -20.380 0.3 -0.5 -0.1
H 10.362 7.245 -19.412 0.0 0.3 0.1
H 12.332 9.279 -17.298 0.9 0.3 0.4
H 14.288 3.755 -19.783 0.7 0.6 0.2
C 16.408 2.019 -18.670 -0.5 -1.4 0.6
C 17.185 0.922 -18.264 -0.1 0.6 -0.1
C 18.329 0.604 -18.968 1.3 -1.0 -0.5
C 18.633 1.239 -20.190 -1.2 0.7 -0.2
C 17.751 2.208 -20.653 -0.4 0.3 1.3
C 16.695 2.652 -19.825 2.0 -1.4 -1.2
O 15.942 3.680 -20.206 -1.1 1.5 -0.5
O 19.231 -0.406 -18.585 -0.9 1.0 -0.3
H 15.491 2.289 -18.168 0.0 0.0 0.4
H 16.889 0.402 -17.364 0.2 -0.2 0.1
H 19.471 1.030 -20.839 0.2 -0.5 0.4
H 17.841 2.721 -21.600 0.5 -0.1 -0.2
H 16.307 4.087 -20.995 0.0 0.3 -0.2
H 19.081 -0.601 -17.657 0.0 -0.2 0.1
C 8.099 3.172 -21.077 1.0 -0.7 -0.7
C 7.503 2.298 -21.924 -0.9 -0.8 -0.1
C 6.143 2.507 -22.380 -0.6 0.2 -0.9
C 5.480 3.689 -21.981 0.9 1.7 1.2
C 6.142 4.597 -21.166 -0.2 -0.5 -0.4
C 7.478 4.360 -20.722 -0.5 0.5 0.9
O 8.098 5.177 -19.887 -0.4 -1.4 -1.3
O 5.531 1.664 -23.228 2.0 -0.2 1.0
H 9.101 2.988 -20.719 0.1 -0.1 0.1
H 8.032 1.389 -22.169 -0.2 -0.1 -0.3
H 4.498 3.989 -22.314 -0.2 -0.4 -0.2
H 5.715 5.522 -20.808 -0.4 0.1 -0.3
H 7.444 5.845 -19.667 -0.3 1.7 1.1
H 4.669 1.918 -23.565 -0.3 0.5 0.2
C 9.940 2.012 -12.054 0.8 0.5 0.7
O 9.664 3.092 -12.965 0.7 0.4 -3.2
P 10.186 2.981 -14.537 -0.2 -0.7 0.4
O 10.428 1.542 -14.935 0.0 2.8 0.4
O 9.004 3.717 -15.344 0.3 -1.2 2.8
C 8.711 3.547 -16.692 1.2 0.9 -1.6
O 11.400 4.083 -14.697 -1.6 -2.1 1.8
C 12.158 4.336 -15.867 0.1 -0.1 -0.7
H 10.364 2.533 -11.195 0.0 -0.3 0.2
H 10.699 1.333 -12.444 -0.3 -0.1 -0.1
H 9.033 1.505 -11.725 0.0 0.0 -0.5
H 7.646 3.543 -16.921 0.1 0.1 0.5
H 9.214 2.707 -17.172 -0.1 -0.4 0.4
H 9.209 4.434 -17.085 -0.6 0.1 -1.0
H 11.898 5.352 -16.163 0.3 -0.1 -0.3
H 11.981 3.616 -16.667 -0.4 0.1 -0.1
H 13.228 4.236 -15.684 -0.1 0.3 0.5
C 8.334 7.970 -11.040 -0.6 -1.6 -1.4
O 9.487 7.196 -10.704 -1.0 0.2 1.5
C 10.691 7.385 -11.376 0.3 0.5 0.0
C 10.691 7.038 -12.833 -0.8 0.5 -1.2
O 9.882 7.964 -13.585 -0.3 0.2 0.8
C 9.615 7.672 -14.928 0.5 -0.7 -0.7
H 7.933 7.379 -11.863 0.0 1.1 -1.2
H 8.447 9.040 -11.216 0.4 -0.2 -0.2
H 7.439 7.804 -10.440 0.8 0.1 1.6
H 11.368 6.678 -10.896 0.2 0.1 0.1
H 11.064 8.397 -11.216 0.1 0.3 0.0
H 10.284 6.028 -12.884 0.0 -0.2 -0.5
H 11.676 7.102 -13.295 0.4 -0.4 0.4
H 8.589 7.912 -15.207 0.0 0.2 0.3
H 9.765 6.624 -15.187 -0.2 -0.5 0.4
H 10.294 8.155 -15.630 0.2 0.6 0.1
C 17.687 9.369 -23.690 1.1 -0.8 -0.9
O 16.983 8.133 -23.774 -0.7 1.1 -0.1
C 15.594 8.274 -23.650 -0.9 -2.3 0.7
C 14.870 6.935 -23.952 0.1 1.5 1.0
O 15.235 5.948 -22.983 0.4 1.5 -0.9
C 14.376 4.871 -23.017 -0.2 -0.9 0.0
H 18.713 9.007 -23.757 0.2 0.5 0.1
H 17.597 10.005 -22.810 -0.5 -0.5 0.4
H 17.501 9.993 -24.564 -0.2 0.0 -0.1
H 15.035 9.004 -24.236 0.7 0.6 -0.5
H 15.341 8.437 -22.602 0.0 0.4 0.3
H 14.895 6.675 -25.010 0.8 -0.7 0.0
H 13.826 7.214 -23.808 -0.5 -0.1 0.3
H 13.362 5.058 -22.663 -0.2 0.5 0.2
H 14.794 4.132 -22.333 -0.2 -0.3 -0.4
H 14.292 4.525 -24.047 0.0 -0.6 0.0
C 9.785 6.134 -23.464 0.5 1.2 0.3
O 9.269 7.500 -23.537 0.0 -1.1 0.3
C 8.998 8.042 -22.241 -1.4 0.0 0.1
C 7.572 8.723 -22.142 1.0 -1.0 -1.0
O 6.484 7.819 -21.882 4.3 -1.5 0.9
C 5.264 8.163 -22.262 -3.2 1.7 -0.2
H 10.707 6.132 -22.883 0.1 0.1 0.3
H 10.102 5.752 -24.435 -0.6 0.4 -0.2
H 9.090 5.446 -22.982 -0.3 0.0 -0.1
H 9.675 8.853 -21.971 0.4 0.0 -0.3
H 9.129 7.254 -21.499 -0.2 0.0 0.3
H 7.465 9.153 -23.138 -0.4 0.2 -0.1
H 7.658 9.543 -21.430 -0.4 -0.1 0.3
H 4.776 8.759 -21.491 -0.2 0.6 0.2
H 4.572 7.322 -22.321 0.4 -0.5 -0.4
H 5.220 8.758 -23.174 0.0 -0.2 -0.3
C 15.307 7.355 -14.399 1.4 -0.6 0.4
O 14.999 8.533 -15.073 -1.4 0.4 0.0
C 13.754 9.145 -14.698 0.6 -1.1 -0.5
C 13.756 10.479 -15.294 -0.1 2.2 -1.0
O 13.394 10.400 -16.682 -1.7 -1.9 1.0
C 13.677 11.409 -17.572 1.8 0.6 -0.6
H 14.510 6.663 -14.125 -0.6 0.4 -0.1
H 15.887 7.612 -13.513 -0.2 -0.1 0.4
H 16.002 6.785 -15.016 0.0 0.0 -0.2
H 13.542 9.199 -13.630 0.6 0.0 0.3
H 12.917 8.586 -15.116 -0.2 -0.4 -0.1
H 14.744 10.937 -15.242 0.2 -0.1 0.2
H 13.071 11.140 -14.762 -0.3 0.1 -0.1
H 13.171 12.366 -17.439 0.1 0.1 0.6
H 13.490 11.137 -18.611 -0.4 -0.6 0.2
H 14.765 11.432 -17.507 0.3 1.3 -0.3
C 19.691 2.323 -16.022 1.4 0.6 0.3
O 19.682 3.700 -16.455 -2.1 -1.4 -1.2
C 18.532 3.811 -17.381 1.6 0.5 0.3
C 18.484 5.190 -17.991 -0.5 1.2 2.5
O 18.446 6.158 -16.892 -0.3 1.0 -1.8
C 18.136 7.455 -17.498 0.1 -0.3 2.2
H 18.907 2.000 -15.337 -0.5 0.6 0.1
H 20.633 2.233 -15.482 0.0 -0.2 0.0
H 19.704 1.594 -16.833 0.1 0.3 -0.4
H 17.631 3.532 -16.835 -0.1 0.3 0.0
H 18.649 3.140 -18.232 0.2 -0.4 0.2
H 17.529 5.389 -18.479 0.1 -0.6 -0.8
H 19.353 5.464 -18.589 0.0 -0.5 -0.3
H 18.279 8.175 -16.692 0.6 0.1 0.0
H 17.071 7.614 -17.666 -0.3 -0.7 -0.7
H 18.752 7.728 -18.355 0.0 -0.3 -0.1
C 6.931 8.441 -18.485 0.1 0.1 0.7
O 6.733 7.058 -18.330 1.1 -1.4 -2.1
C 5.544 6.464 -17.871 0.5 1.3 1.0
C 5.541 6.422 -16.312 -0.5 -0.5 -0.1
O 6.736 5.908 -15.745 0.4 -0.3 0.0
C 6.813 5.765 -14.292 -0.8 0.2 -0.8
H 7.952 8.564 -18.845 0.2 0.0 0.6
H 6.763 8.819 -17.476 0.3 1.0 -0.3
H 6.370 8.966 -19.258 -0.9 -0.3 0.1
H 5.477 5.526 -18.422 0.0 -0.5 0.7
H 4.696 7.060 -18.209 -0.4 0.1 0.2
H 4.641 5.854 -16.073 0.0 -0.6 0.4
H 5.288 7.404 -15.912 0.4 0.5 -0.1
H 7.751 5.344 -13.928 0.2 0.0 -0.9
H 6.047 5.058 -13.976 -0.3 0.2 0.2
H 6.725 6.738 -13.808 -0.4 0.1 0.0
C 10.051 11.346 -16.469 2.1 1.4 -0.8
O 9.664 12.745 -16.439 -2.4 -0.2 0.6
C 10.375 13.633 -15.607 2.6 -1.7 0.8
C 10.381 13.338 -14.083 -1.2 0.1 -0.6
O 11.118 12.214 -13.651 0.9 0.2 -1.3
C 10.859 11.599 -12.420 -0.9 0.1 0.2
H 10.343 10.851 -15.543 -0.8 0.3 0.4
H 10.999 11.407 -17.004 0.4 -0.5 -0.2
H 9.438 10.741 -17.137 -0.6 0.4 0.5
H 10.172 14.704 -15.628 -1.2 -0.2 -0.8
H 11.380 13.574 -16.024 0.8 0.2 0.4
H 9.309 13.240 -13.911 -0.3 -0.5 0.6
H 10.624 14.277 -13.587 0.6 0.0 0.3
H 11.202 12.186 -11.568 0.1 0.1 0.1
H 11.313 10.609 -12.394 0.3 0.2 -0.2
H 9.789 11.417 -12.325 -0.3 0.1 0.2
```
Positions in Å, forces in eV/Å.

Properties
**F_max**: 4.64 eV/A
**Multiplicity**: 2
**<S²>**: 0.766
**Net charge**: +1
**Gap between HOMO and LUMO (alpha / beta)**: 5.96 / 2.41 eV

---

[2]
Formula: C55H118N4O18S5
Source: the OMol25 dataset
Level of theory: the ωB97M-V functional and the def2-TZVPD basis

```
200
Properties=species:S:1:pos:R:3:forces:R:3
C 4.256 -28.769 8.544 0.4 0.1 0.0
C 3.520 -30.032 8.080 -0.4 1.6 -1.6
C 2.104 -29.575 7.610 -1.2 -1.6 0.8
C 1.290 -30.595 6.756 2.2 1.5 -1.5
C 2.115 -30.897 5.479 0.0 -0.2 1.0
C 3.556 -31.364 5.807 0.3 -1.5 0.0
N 4.192 -30.528 6.840 -4.4 1.5 -0.1
O 5.495 -30.731 7.001 2.8 -0.6 0.2
C 3.514 -32.850 6.352 0.6 0.5 -0.6
C 4.428 -31.230 4.491 -0.9 -1.0 1.3
C 3.436 -30.953 9.270 -0.3 -1.3 -0.6
H 4.361 -28.003 7.776 -0.4 0.1 -0.2
H 5.283 -28.959 8.859 0.1 -0.3 0.2
H 3.737 -28.367 9.414 -0.1 0.2 -0.1
H 1.435 -29.649 8.467 0.4 1.2 0.7
H 2.088 -28.583 7.158 0.1 -0.1 0.0
H 0.412 -30.072 6.379 -0.4 -0.3 0.5
H 1.056 -31.487 7.338 -0.1 0.0 -0.2
H 2.226 -30.045 4.809 -0.3 0.5 0.3
H 1.497 -31.605 4.927 0.7 -0.6 -0.3
H 3.006 -33.553 5.692 -0.4 0.2 0.0
H 4.519 -33.262 6.437 0.3 0.2 0.1
H 3.103 -32.869 7.362 -0.3 0.0 -0.2
H 3.833 -31.626 3.668 0.0 0.2 -0.2
H 4.686 -30.182 4.338 0.1 -0.1 -0.1
H 5.297 -31.879 4.593 0.3 0.3 -0.1
H 3.318 -30.487 10.248 0.0 0.2 -0.2
H 4.315 -31.597 9.270 0.1 -0.1 0.2
H 2.562 -31.572 9.067 0.0 -0.4 0.5
H 5.834 -29.880 6.715 1.0 -0.1 0.0
C 9.103 -27.213 6.593 -1.5 1.0 -0.6
C 9.579 -28.360 7.408 0.4 -1.9 0.1
C 10.986 -28.669 6.911 0.3 0.9 -0.6
C 11.893 -29.521 7.766 -0.3 1.3 -0.6
C 11.810 -29.067 9.221 -0.3 -1.0 0.6
C 10.356 -28.938 9.777 0.2 -0.1 -0.7
N 9.631 -28.040 8.828 2.3 -0.2 -0.6
O 8.388 -27.677 9.272 -1.3 -0.2 0.8
C 9.730 -30.329 10.011 -0.1 0.4 -0.3
C 10.393 -28.224 11.121 0.1 -0.2 -0.1
C 8.724 -29.593 7.128 -0.8 -0.5 0.1
H 8.915 -27.529 5.567 1.0 -0.1 -0.3
H 9.724 -26.321 6.667 0.1 -0.2 -0.2
H 8.078 -26.898 6.793 -0.1 0.0 0.9
H 10.913 -29.116 5.920 -0.2 0.0 -0.2
H 11.435 -27.690 6.739 0.4 0.0 0.1
H 12.882 -29.370 7.333 0.3 -0.1 0.4
H 11.656 -30.559 7.530 -0.1 -0.3 0.9
H 12.299 -28.143 9.530 0.3 0.3 -0.9
H 12.373 -29.840 9.745 -0.3 -0.1 0.7
H 10.094 -31.067 9.296 -0.2 0.0 -0.1
H 9.943 -30.720 11.006 0.1 0.2 0.1
H 8.648 -30.222 9.933 -0.1 -0.2 0.0
H 10.597 -27.156 11.041 0.2 0.0 -0.2
H 9.444 -28.338 11.644 0.1 -0.1 0.1
H 11.204 -28.707 11.665 -0.1 0.1 0.5
H 8.399 -29.690 6.092 0.1 0.3 -0.2
H 7.831 -29.589 7.754 -0.1 0.0 0.1
H 9.251 -30.529 7.315 0.1 0.1 0.3
H 8.535 -26.769 9.549 -0.5 0.5 0.1
C 8.579 -23.690 6.936 0.6 -1.7 0.9
C 9.315 -23.434 8.322 1.0 1.7 -0.6
C 9.812 -21.916 8.198 -0.6 -0.2 1.5
C 10.308 -21.337 9.531 0.1 -0.6 0.3
C 9.232 -21.565 10.643 1.3 -1.4 -1.1
C 8.680 -23.038 10.753 -0.6 0.5 -0.2
N 8.372 -23.574 9.431 0.0 1.9 -0.9
O 7.801 -24.845 9.512 0.3 -0.7 0.0
C 9.549 -23.948 11.628 0.6 0.4 0.0
C 7.354 -22.839 11.457 -0.8 0.1 0.7
C 10.612 -24.324 8.498 -1.2 -0.9 -1.8
H 9.292 -23.777 6.115 0.3 0.6 0.0
H 7.747 -23.049 6.646 0.3 0.5 0.5
H 8.180 -24.704 6.932 -0.3 -0.1 0.3
H 10.505 -21.822 7.363 0.2 -0.2 0.2
H 9.061 -21.143 8.039 -1.0 -0.8 -0.9
H 10.445 -20.268 9.369 0.0 0.1 0.2
H 11.285 -21.718 9.830 0.0 -0.2 0.1
H 8.384 -20.910 10.441 0.2 0.1 0.3
H 9.721 -21.430 11.608 -0.4 0.7 0.1
H 10.540 -24.080 11.195 -0.1 -0.3 -0.1
H 9.734 -23.461 12.585 -0.1 0.1 0.1
H 9.065 -24.897 11.858 0.1 -0.1 -0.3
H 7.587 -22.641 12.503 -0.3 0.1 0.1
H 6.783 -22.002 11.055 0.2 0.2 -0.1
H 6.639 -23.661 11.422 0.4 -0.5 0.1
H 11.111 -24.312 7.529 0.5 0.3 0.0
H 10.275 -25.361 8.513 -0.1 -0.2 0.4
H 11.361 -24.237 9.285 -0.5 0.8 0.1
H 6.909 -24.706 9.185 -0.2 -0.2 0.0
C 9.544 -35.707 14.930 -1.1 0.8 1.2
C 10.861 -34.949 15.264 -1.8 -1.5 -0.7
C 11.981 -35.973 14.897 0.4 1.6 0.1
C 13.342 -35.282 14.663 0.0 -1.2 0.2
C 13.270 -34.155 13.691 -1.1 0.2 0.2
C 12.136 -33.125 14.001 -0.1 -1.7 1.1
N 10.823 -33.813 14.358 3.1 -1.1 -1.7
O 9.723 -32.975 14.398 0.8 0.3 1.6
C 12.601 -32.263 15.183 -0.2 1.7 -0.5
C 11.944 -32.322 12.755 -0.1 2.2 0.4
C 10.970 -34.709 16.779 -0.7 1.3 -0.3
H 9.373 -36.553 15.595 0.6 -0.9 -0.7
H 9.333 -35.776 13.863 0.7 -0.9 0.0
H 8.629 -35.186 15.213 0.2 1.0 0.3
H 11.992 -36.571 15.809 0.3 -0.6 -0.4
H 11.729 -36.549 14.007 -0.2 -0.1 0.1
H 14.020 -35.946 14.127 0.2 -0.7 0.6
H 13.819 -35.011 15.606 0.0 0.1 0.1
H 13.142 -34.603 12.705 -0.4 0.1 -0.3
H 14.266 -33.714 13.652 -0.2 0.7 0.0
H 13.132 -32.706 16.025 0.0 -0.4 -0.4
H 13.197 -31.439 14.789 0.7 -0.1 -0.1
H 11.789 -31.665 15.596 -0.6 -0.4 0.1
H 12.908 -31.900 12.471 0.2 -0.2 -0.2
H 11.455 -32.712 11.863 0.0 -0.6 0.4
H 11.389 -31.447 13.093 -0.4 0.2 -0.5
H 10.637 -35.526 17.418 0.7 -0.5 -0.3
H 10.243 -33.955 17.082 0.2 0.6 -0.2
H 11.976 -34.334 16.965 -0.1 -0.3 0.6
H 9.281 -33.116 13.557 -0.6 0.2 -0.5
C 5.860 -27.277 4.687 0.6 -0.1 -0.2
S 6.446 -27.248 2.913 -1.0 1.2 0.9
O 5.347 -26.464 2.252 0.5 -0.6 0.0
C 7.820 -26.034 3.068 -0.7 -0.9 0.8
H 5.837 -26.239 5.020 -0.2 0.0 -0.1
H 6.471 -27.846 5.388 0.5 0.0 -0.3
H 4.875 -27.741 4.730 -0.1 0.2 -0.4
H 8.041 -25.779 2.032 0.4 0.0 0.3
H 8.590 -26.527 3.662 0.5 0.0 -0.6
H 7.509 -25.178 3.667 -0.3 0.1 -0.3
C 5.868 -30.393 11.916 0.7 -0.3 0.4
S 4.692 -29.263 12.775 1.3 0.8 1.5
O 5.089 -29.175 14.254 -0.7 -0.6 -2.5
C 5.294 -27.660 12.030 -0.1 -0.4 -0.3
H 5.588 -31.443 12.008 -0.7 0.1 -0.1
H 6.838 -30.441 12.410 0.0 0.7 0.4
H 6.094 -30.142 10.880 -0.5 0.2 -0.1
H 4.696 -27.420 11.150 -0.2 -0.1 0.1
H 6.325 -27.677 11.675 0.2 -0.3 0.4
H 5.162 -26.874 12.773 0.0 -0.3 0.1
C 6.884 -33.576 10.054 -0.8 -1.3 0.5
S 8.388 -33.161 10.915 1.5 1.0 2.6
O 8.098 -32.702 12.409 -0.3 -1.0 -3.3
C 9.210 -34.792 11.184 -1.8 0.3 -0.1
H 6.311 -34.286 10.651 -0.2 0.2 0.4
H 7.036 -34.134 9.130 0.6 0.3 -0.1
H 6.284 -32.693 9.831 0.3 0.1 0.2
H 9.365 -35.256 10.210 0.3 -0.1 0.2
H 8.459 -35.312 11.779 -0.1 -0.4 -0.3
H 10.064 -34.741 11.859 0.3 0.7 -0.4
C 10.964 -33.110 6.138 -1.5 0.2 -0.1
S 9.526 -34.130 5.573 -0.1 -1.0 2.9
O 9.677 -35.434 6.353 0.0 0.8 -1.2
C 8.194 -33.267 6.560 0.6 0.0 -1.6
H 11.828 -33.462 5.575 0.0 0.3 0.2
H 11.055 -33.160 7.223 0.2 -0.6 -0.1
H 10.653 -32.080 5.960 0.4 0.2 -0.6
H 7.247 -33.777 6.379 0.2 -0.3 0.0
H 8.107 -32.305 6.055 0.0 0.4 0.6
H 8.436 -33.261 7.622 0.2 0.2 -0.2
C 8.970 -30.153 14.710 0.8 0.4 -0.5
S 8.400 -28.458 14.352 -1.5 0.0 4.4
O 7.391 -28.168 15.530 2.3 -0.2 -2.7
C 9.947 -27.573 14.871 0.0 0.3 -1.4
H 9.185 -30.222 15.776 -0.4 0.0 0.0
H 9.916 -30.279 14.182 0.1 0.0 -0.1
H 8.330 -30.954 14.338 -0.4 0.4 0.2
H 10.437 -27.734 15.831 -0.8 -0.4 0.2
H 9.674 -26.528 14.728 -0.1 0.1 0.4
H 10.713 -27.720 14.109 0.0 -0.3 -0.2
C 8.387 -31.098 0.599 -1.8 -2.0 -1.8
C 7.306 -32.080 1.266 1.8 1.4 -0.7
O 7.919 -32.137 2.574 -0.8 -1.6 0.6
C 8.794 -31.179 2.737 2.5 1.9 3.7
O 9.480 -30.900 3.742 -2.3 -1.5 -2.3
O 8.868 -30.421 1.670 0.8 2.2 0.5
H 7.974 -30.446 -0.170 0.0 0.1 0.3
H 9.247 -31.627 0.190 -0.3 -0.5 -0.4
H 7.273 -33.058 0.786 0.0 0.1 0.4
H 6.319 -31.626 1.363 0.1 -0.1 0.0
C 13.423 -30.885 4.122 -2.6 -1.1 0.3
C 14.434 -30.865 3.023 -1.1 0.0 -0.4
O 15.667 -30.840 3.728 0.9 -0.3 -0.9
C 15.498 -30.795 5.039 -1.8 0.7 2.2
O 16.329 -30.716 5.905 -0.8 -0.2 -1.5
O 14.094 -30.766 5.326 3.3 0.9 0.6
H 12.885 -31.820 4.276 0.1 -0.5 -0.9
H 12.595 -30.196 3.958 0.3 0.7 0.4
H 14.277 -29.999 2.381 0.7 0.2 0.2
H 14.224 -31.739 2.407 1.1 -0.2 0.0
C 16.549 -27.356 6.196 0.7 0.3 0.7
C 16.712 -27.151 4.703 0.2 -1.9 -0.6
O 15.356 -27.069 4.221 1.0 0.3 0.0
C 14.606 -26.742 5.273 -2.3 0.6 0.4
O 13.478 -26.338 5.190 0.6 -0.4 0.0
O 15.238 -26.941 6.440 -1.2 1.0 -0.1
H 17.226 -26.673 6.709 0.1 -0.3 0.3
H 16.558 -28.362 6.615 0.9 -0.1 -0.5
H 17.124 -28.063 4.272 0.3 0.2 -0.2
H 17.314 -26.291 4.410 -0.3 0.1 0.1
```
Positions in Å, forces in eV/Å.

Properties
**F_max**: 4.86 eV/A
**Gap between HOMO and LUMO**: 7.61 eV

---

What is the formula in the second record?
C55H118N4O18S5